# C37H34F6N2O10S4TeV

C37H34F6N2O10S4TeV as an isolated structure at a distorted geometry (wB97M-V/def2-TZVPD, OMol25).

Atoms and positions in Å:
H: 6.656 -0.573 -3.421
C: 4.662 -5.484 4.695
C: 4.032 1.540 -3.116
C: -2.760 1.412 1.708
O: 0.917 -1.040 -0.687
N: -0.583 -1.200 -2.702
C: 3.609 1.153 -1.850
H: 0.202 3.730 -1.586
C: 5.360 -0.477 -1.719
H: -3.022 -0.614 2.282
C: 0.332 1.624 1.421
F: -2.652 -3.935 -1.759
H: -5.757 8.629 -2.615
H: -7.183 7.599 -2.521
C: 3.547 4.168 -1.209
H: -3.209 6.863 -4.819
C: 0.099 0.279 2.115
S: -5.950 6.842 -5.724
C: 1.148 4.256 -1.516
H: 5.848 -1.281 -1.184
H: 1.762 -5.062 4.499
H: -5.595 6.868 -2.837
H: 2.499 7.363 -1.603
C: -2.238 0.139 2.368
H: 7.148 -3.061 1.483
O: -7.145 8.946 -4.851
H: 3.505 2.319 -3.655
C: 1.843 -2.211 -2.893
C: -5.513 4.401 -4.534
H: -2.031 0.343 3.425
V: -0.737 0.495 -1.293
O: 0.029 -3.279 -1.319
C: -6.224 7.733 -3.022
C: 2.448 6.284 -1.523
C: 3.609 5.550 -1.320
C: 5.136 0.919 -3.674
H: 6.673 -4.842 6.720
O: -1.100 -0.369 1.730
H: 1.193 1.439 -3.089
O: -2.463 2.521 2.426
O: -2.298 -1.302 -0.847
C: -6.513 7.984 -4.481
C: 2.319 3.536 -1.326
C: 6.924 -5.395 5.810
C: 6.055 -3.101 1.447
C: -4.748 3.453 -3.882
H: 3.879 -0.186 -0.188
F: 2.953 -2.539 -2.250
C: -2.541 -3.119 -2.804
O: -3.065 -0.660 -3.181
F: -3.708 -3.167 -3.464
C: 4.162 -4.317 2.621
C: 5.799 -0.086 -2.974
H: 5.730 -3.504 0.486
H: 2.368 -6.696 4.195
F: 2.073 -1.105 -3.606
H: 0.912 -0.393 1.829
H: 5.658 -2.083 1.491
H: -1.843 5.171 -3.646
C: -2.877 4.963 -3.890
H: 4.313 -6.106 5.517
H: -2.654 3.270 1.840
H: 6.891 -6.459 6.061
H: -6.544 4.186 -4.788
C: -4.972 5.642 -4.862
H: 1.847 -5.647 2.850
H: 4.566 6.051 -1.244
H: -5.165 2.489 -3.625
H: 4.447 3.592 -1.041
F: -1.608 -3.595 -3.630
C: 3.760 -5.141 3.693
C: -1.976 1.912 -2.241
O: -0.294 1.805 0.320
H: 0.138 0.423 3.200
S: 0.452 -1.972 -1.688
C: 5.984 -5.060 4.682
C: 2.356 -5.672 3.811
C: 1.223 5.638 -1.616
S: 2.106 1.762 -1.106
Te: 2.774 -3.585 1.183
C: 4.256 0.145 -1.149
H: 7.428 -3.969 3.542
C: -2.634 2.743 -2.850
F: 1.520 -3.188 -3.741
H: 0.315 6.209 -1.758
C: -3.640 5.907 -4.550
H: 5.475 1.208 -4.660
O: 1.149 2.397 1.917
N: 0.930 1.373 -2.112
C: 6.393 -4.297 3.598
C: -3.411 3.712 -3.532
S: -2.168 -1.328 -2.295
C: 5.517 -3.932 2.579
H: 7.954 -5.145 5.548
O: -3.394 1.453 0.692

Forces on the atoms, in the same order (eV/Å):
H 0.00 -0.01 -0.01
C 0.03 -0.05 -0.01
C 0.05 0.03 0.03
C -0.11 -0.03 -0.02
O -0.12 0.03 0.16
N -0.45 -0.08 0.87
C 0.03 -0.14 0.23
H 0.00 -0.01 0.02
C 0.05 0.00 -0.04
H 0.03 0.00 -0.06
C 0.24 -0.12 0.04
F 0.04 -0.02 0.02
H 0.00 0.00 0.01
H 0.00 0.00 0.01
C 0.01 0.01 0.02
H 0.00 0.00 -0.02
C 0.08 0.06 0.01
S 0.07 0.00 0.02
C -0.01 0.01 -0.06
H -0.01 0.00 0.00
H -0.01 0.03 -0.02
H 0.00 0.01 -0.01
H 0.00 0.00 0.00
C -0.10 0.01 0.02
H 0.01 0.02 0.01
O 0.02 -0.05 0.01
H -0.01 0.01 0.00
C 0.03 0.06 0.03
C -0.03 0.03 0.02
H -0.04 -0.02 0.00
V 0.45 1.26 0.42
O 0.21 -0.03 0.18
C 0.01 -0.01 0.01
C 0.00 0.01 0.00
C 0.00 -0.01 0.01
C -0.01 0.00 -0.01
H 0.00 0.01 0.00
O 0.00 -0.08 0.04
H -0.08 0.16 -0.01
O 0.13 0.04 -0.07
O -0.03 0.07 0.23
C -0.07 0.06 0.01
C -0.02 -0.06 0.13
C 0.02 -0.03 0.00
C 0.00 0.03 0.00
C 0.03 0.01 0.04
H -0.01 -0.03 0.01
F -0.05 -0.04 -0.05
C -0.14 -0.06 0.32
O 0.04 -0.01 -0.16
F -0.06 0.02 0.00
C 0.01 0.11 0.02
C 0.00 -0.01 0.03
H 0.01 -0.02 0.00
H -0.01 0.00 0.04
F 0.03 0.04 0.03
H 0.00 0.01 0.01
H -0.01 0.00 0.00
H 0.00 0.00 0.02
C 0.01 -0.04 0.00
H 0.00 -0.01 0.00
H -0.03 -0.01 0.04
H 0.00 0.00 0.00
H 0.00 0.00 -0.01
C -0.02 -0.03 -0.08
H 0.02 -0.04 -0.01
H 0.00 0.01 0.01
H 0.00 0.00 0.00
H 0.00 -0.01 0.00
F 0.03 0.01 -0.03
C 0.00 -0.02 -0.01
C -0.02 -0.32 -0.10
O -0.38 -0.21 -0.12
H -0.01 0.01 -0.01
S -0.44 -0.41 -1.12
C -0.02 0.02 -0.01
C -0.03 0.02 0.02
C 0.00 -0.01 0.00
S 0.01 0.14 -0.47
Te 0.13 -0.01 0.08
C -0.05 0.02 -0.03
H 0.00 0.00 0.00
C 0.16 0.11 0.13
F 0.01 0.00 0.02
H 0.00 0.01 -0.01
C -0.01 0.03 -0.02
H 0.00 0.00 0.00
O -0.08 0.05 0.02
N 0.09 -0.28 0.05
C 0.02 -0.03 -0.01
C -0.09 0.02 -0.05
S 0.43 -0.24 -0.87
C 0.01 0.02 0.00
H 0.00 0.00 0.00
O -0.01 -0.03 0.04

The value obtained for the LUMO energy is 3.55 eV. Its spin multiplicity is 2. Its HOMO-LUMO gap is 4.81 eV. Its charge is -2.


# C37H34N3O3SSiTi

C37H34N3O3SSiTi as an isolated structure at a distorted geometry (wB97M-V/def2-TZVPD, OMol25).

Atoms and positions in Å:
C: 2.694 -1.003 -0.795
C: -2.352 0.994 -2.964
C: -2.133 -3.283 -1.884
N: -0.424 -2.860 -0.298
H: 3.342 -0.375 2.512
H: 4.801 2.212 -0.625
C: 1.323 -2.922 5.378
H: 2.100 -1.907 -0.842
C: 2.487 0.093 2.985
H: 3.475 0.281 4.862
H: -0.569 -4.677 -1.222
H: -4.056 2.205 -3.393
C: 2.277 -3.931 5.308
H: -5.596 -2.756 -3.507
H: -1.940 -4.951 -3.206
C: -4.623 -2.909 -3.051
H: -0.650 2.764 -5.932
H: -4.134 -4.604 -4.308
C: -2.585 -4.133 -2.900
H: 0.575 1.073 -4.628
C: -2.451 2.598 -4.768
C: 0.045 5.036 0.915
H: -0.078 -1.759 4.228
H: 1.099 4.786 0.771
H: 2.855 1.951 0.834
N: 0.433 -3.372 0.677
C: 4.574 0.294 -1.574
H: 5.428 0.414 -2.231
H: -3.180 5.061 0.444
C: -4.220 -2.075 -2.037
H: -4.849 -1.267 -1.684
C: -1.037 0.641 -3.291
H: 1.612 -4.439 1.101
C: -0.452 1.312 -4.374
H: -0.687 4.260 -2.951
H: 0.866 4.241 -2.121
H: 2.826 -4.218 6.199
O: -2.597 -1.383 -0.489
C: 1.312 0.282 2.225
H: -0.686 1.057 2.325
O: 2.180 -4.844 1.808
C: 2.326 -0.007 0.118
H: 3.302 -5.347 4.038
H: 1.130 -2.402 6.307
C: 0.219 0.866 2.888
Ti: -0.776 -0.827 0.119
H: 1.514 1.319 6.001
C: 0.646 -2.563 4.225
C: -0.129 4.693 -2.118
C: 2.557 0.464 4.314
H: -2.816 0.530 -2.107
Si: -0.991 4.329 -0.492
H: -3.279 4.842 -1.306
C: 0.294 1.222 4.226
C: -1.145 2.266 -5.104
C: 4.222 1.296 -0.675
C: 1.870 -4.204 2.949
C: -0.942 -3.654 -1.150
C: 3.124 1.151 0.155
H: -2.993 3.351 -5.330
C: 0.899 -3.195 3.011
C: -1.224 1.343 -0.110
O: -0.786 -1.879 1.937
S: -0.114 -0.591 -2.449
H: -0.049 6.126 0.967
H: -0.027 5.772 -2.279
C: -1.205 2.557 -0.278
C: 0.134 -2.763 1.809
N: 1.191 -0.152 0.913
C: 1.460 1.032 4.957
C: -2.943 -2.201 -1.432
C: 2.553 -4.567 4.112
H: -2.515 6.301 -0.639
C: -3.043 1.952 -3.687
H: -0.575 1.671 4.697
C: -3.809 -3.953 -3.508
C: -2.651 5.225 -0.498
C: 3.793 -0.853 -1.624
H: -0.261 4.610 1.872
H: 4.032 -1.645 -2.326

Forces on the atoms, in the same order (eV/Å):
C 0.04 -0.06 0.01
C 0.01 -0.04 0.02
C 0.17 -0.15 -0.01
N 0.23 -0.45 -0.03
H 0.01 0.00 -0.01
H 0.01 -0.01 -0.02
C -0.01 -0.01 -0.10
H -0.01 0.03 0.00
C -0.01 0.03 -0.09
H -0.01 0.01 0.02
H -0.01 -0.03 0.04
H 0.00 0.00 0.00
C 0.06 -0.03 0.11
H 0.01 0.01 0.01
H 0.00 0.00 0.00
C -0.13 -0.01 -0.09
H -0.01 0.01 0.00
H -0.01 0.00 0.00
C -0.07 0.03 -0.03
H -0.01 0.00 0.00
C -0.01 0.00 -0.01
C -0.02 0.03 -0.04
H -0.02 0.01 -0.01
H 0.00 -0.01 0.00
H -0.04 -0.01 0.02
N -0.32 0.09 -0.04
C -0.02 0.03 0.01
H 0.00 0.00 0.00
H 0.00 0.01 0.00
C 0.16 0.06 0.01
H -0.01 0.00 -0.02
C 0.02 0.00 -0.06
H -0.12 0.05 -0.22
C 0.05 -0.03 -0.04
H -0.02 0.00 -0.01
H 0.00 0.00 0.00
H 0.00 0.00 -0.01
O -0.37 -0.14 -0.15
C -0.15 -0.02 -0.09
H 0.01 0.01 0.00
O 0.20 -0.15 0.29
C -0.04 -0.09 -0.02
H 0.01 0.00 0.02
H 0.00 0.00 0.01
C 0.01 -0.01 0.12
Ti 0.64 1.40 -0.61
H 0.01 -0.01 0.00
C 0.04 0.01 0.03
C -0.01 0.07 0.06
C -0.05 0.02 0.05
H -0.04 -0.06 0.04
Si 0.02 -0.10 -0.09
H 0.01 0.00 -0.01
C -0.05 0.00 -0.08
C 0.02 0.01 0.01
C 0.03 -0.01 0.00
C 0.15 -0.14 0.01
C -0.15 0.11 0.04
C -0.03 0.01 -0.01
H -0.01 0.00 0.01
C -0.19 0.16 -0.08
C -0.05 -0.27 0.34
O 0.19 0.03 -0.12
S -0.10 0.03 0.36
H 0.04 0.00 0.02
H 0.02 -0.01 -0.04
C -0.07 0.04 0.18
C 0.15 -0.29 0.36
N -0.16 -0.16 -0.09
C 0.08 -0.02 0.02
C -0.08 -0.04 0.02
C -0.05 0.04 -0.06
H -0.03 0.00 0.00
C -0.01 0.03 -0.04
H 0.01 0.00 0.01
C 0.09 0.04 0.08
C 0.03 -0.01 0.02
C -0.01 -0.01 -0.01
H -0.03 0.02 0.00
H 0.01 0.00 0.00

The value obtained for the LUMO energy (spin up / spin down) is 4.65 / 4.65 eV. Its spin multiplicity is 2. Its HOMO-LUMO gap (spin up / spin down) is 6.16 / 6.18 eV. Its charge is -2.


What electronic energy values result from the calculations? In sequence: -155001.532 -91366.360 eV.
What ΔE to the lowest compared entry with this formula, charge and spin values result from the calculations? In sequence: 32.9 59.5 kJ/mol.